{
  "formula": "C14H56N28O14",
  "method": "the ωB97M-V functional and the def2-TZVPD basis",
  "total_charge": 0,
  "total_energy_ha": -3154.1745,
  "e_homo_ev": -8.8,
  "gap_ev": 8.760,
  "e_above_lowest_kcal_mol": 70.3,
  "species": ["C", "O", "N", "N", "H", "H", "H", "H", "C", "O", "N", "N", "H", "H", "H", "H", "C", "O", "N", "N", "H", "H", "H", "H", "C", "O", "N", "N", "H", "H", "H", "H", "C", "O", "N", "N", "H", "H", "H", "H", "C", "O", "N", "N", "H", "H", "H", "H", "C", "O", "N", "N", "H", "H", "H", "H", "C", "O", "N", "N", "H", "H", "H", "H", "C", "O", "N", "N", "H", "H", "H", "H", "C", "O", "N", "N", "H", "H", "H", "H", "C", "O", "N", "N", "H", "H", "H", "H", "C", "O", "N", "N", "H", "H", "H", "H", "C", "O", "N", "N", "H", "H", "H", "H", "C", "O", "N", "N", "H", "H", "H", "H"],
  "xyz": [[2.33710, 4.23612, -3.58800], [1.74030, 5.19194, -3.09285], [2.86627, 3.25427, -2.79620], [2.36801, 4.02709, -4.92789], [2.42895, 3.10631, -1.89864], [3.61176, 2.74283, -3.22910], [1.98784, 4.69606, -5.57039], [2.88766, 3.24581, -5.28077], [-1.97636, 5.10384, -2.91493], [-1.75476, 5.86408, -3.84488], [-3.19670, 4.51732, -2.60714], [-0.99465, 4.62474, -2.08693], [-4.04964, 4.62414, -3.12189], [-3.30050, 4.25316, -1.64461], [-0.08090, 5.04053, -2.25182], [-1.25971, 4.11319, -1.24907], [1.75591, 4.28927, 1.15222], [2.00514, 3.47656, 0.26200], [0.68209, 5.11663, 1.13361], [2.65342, 4.54925, 2.15239], [-0.01878, 4.79155, 0.48566], [0.38284, 5.52864, 2.00130], [3.55537, 4.11313, 2.11193], [2.23034, 4.85173, 3.01172], [3.15909, -1.40125, -1.46410], [3.75679, -0.92899, -0.49786], [2.22013, -2.39007, -1.41436], [3.43001, -0.98573, -2.76505], [1.49157, -2.18899, -2.08052], [1.99196, -2.66596, -0.46913], [3.92919, -0.11285, -2.85296], [2.53558, -0.88617, -3.23663], [0.31073, 0.01083, 0.22311], [0.88984, 0.22541, 1.29285], [-0.01376, 0.90478, -0.73237], [-0.23957, -1.22816, -0.06894], [-0.24928, 0.58621, -1.66122], [0.17562, 1.87178, -0.50084], [-0.13562, -1.87203, 0.69721], [-1.10156, -1.18714, -0.58903], [0.13620, -5.92135, -0.36430], [-0.49083, -5.11622, -1.04976], [0.70063, -5.66522, 0.85134], [0.30383, -7.22775, -0.76845], [0.84204, -4.69350, 1.11186], [0.83375, -6.47057, 1.42966], [-0.08771, -7.51957, -1.64263], [0.92101, -7.78211, -0.20787], [-1.03136, 3.28326, 4.29393], [-1.96109, 4.03573, 3.99521], [-0.59543, 3.04078, 5.57541], [-0.40672, 2.55036, 3.34254], [-1.05191, 3.57323, 6.29187], [0.05514, 2.29200, 5.70172], [0.22028, 1.76679, 3.32858], [-0.61595, 2.94264, 2.43175], [-3.90172, -5.18612, 0.62884], [-5.00399, -4.84063, 1.08017], [-3.58509, -6.50343, 0.49880], [-2.89552, -4.30118, 0.45925], [-4.24072, -7.24678, 0.62989], [-2.67126, -6.73814, 0.14762], [-1.97686, -4.69549, 0.30248], [-3.01738, -3.35978, 0.77726], [-1.66818, -3.36286, 4.33801], [-2.81487, -2.98476, 4.17248], [-0.60405, -2.86404, 3.62534], [-1.29337, -4.39482, 5.15789], [0.28413, -3.32651, 3.65462], [-0.80951, -2.24021, 2.86751], [-0.35252, -4.59811, 5.42359], [-2.05602, -4.87037, 5.60903], [4.09485, 0.75787, 2.63993], [5.21564, 0.66962, 3.14744], [2.91962, 0.45648, 3.29886], [3.79400, 1.23388, 1.40982], [2.10005, 0.45749, 2.71152], [2.82241, 0.14201, 4.24393], [4.57424, 1.60109, 0.89572], [2.97901, 0.85161, 0.95745], [0.10174, 0.77145, -4.68608], [0.30590, 1.02688, -3.50047], [-1.13624, 0.52632, -5.17079], [1.10502, 0.68589, -5.60500], [-1.86122, 0.61417, -4.47577], [-1.38961, 0.57360, -6.13942], [2.04851, 0.83601, -5.30134], [0.93533, 0.11268, -6.41190], [-2.70804, 2.70180, 0.45835], [-1.61505, 3.24132, 0.27023], [-3.65973, 3.20624, 1.29689], [-3.18826, 1.67195, -0.29262], [-4.64565, 3.03331, 1.36262], [-3.45738, 4.12626, 1.66359], [-2.54555, 1.07592, -0.79673], [-4.11557, 1.30908, -0.17430], [2.95919, -3.00614, 2.78280], [1.94725, -3.43049, 2.19213], [4.06703, -2.50088, 2.18830], [3.03151, -3.03015, 4.14892], [4.85765, -2.16634, 2.70601], [3.91405, -2.17307, 1.23839], [3.96020, -2.84913, 4.48801], [2.40341, -3.60917, 4.67181], [-3.41204, -0.50018, -2.90370], [-2.58220, -0.53631, -1.98668], [-3.82206, 0.72372, -3.39218], [-3.98094, -1.59805, -3.44011], [-4.60553, 0.73455, -4.01836], [-3.25487, 1.51595, -3.14134], [-4.69397, -1.51366, -4.13563], [-3.63932, -2.42866, -2.97987]],
  "forces_ev_per_a": [[-1.73, 0.90, 1.42], [0.30, -0.34, -0.49], [0.31, 0.41, -1.24], [0.72, -0.42, -0.41], [0.57, -0.01, 0.30], [-0.07, -0.64, 0.73], [0.06, 0.21, 0.19], [-0.13, 0.06, -0.26], [0.89, -0.28, -0.18], [-0.65, -0.38, 0.15], [-0.34, -0.38, 0.26], [-0.34, 0.75, -0.48], [0.22, 0.62, -0.22], [-0.20, -0.18, 0.03], [-0.01, -0.27, 0.30], [0.53, 0.09, -0.33], [1.46, -0.16, -0.72], [-0.47, 0.18, -0.10], [-0.40, -0.43, -0.17], [-0.67, 0.25, 0.06], [-0.36, 0.21, 0.28], [-0.21, 0.10, -0.12], [-0.18, -0.38, 0.29], [0.65, 0.04, 0.28], [1.03, 0.78, 0.58], [-0.15, -0.96, -0.37], [0.74, 0.40, -0.02], [-0.92, 0.24, -0.41], [-0.54, -0.77, 0.39], [-0.53, 0.12, -0.21], [0.12, -0.03, 0.53], [0.26, -0.08, -0.49], [-1.47, -0.48, 0.01], [0.06, 0.18, -0.55], [0.76, 0.36, 1.03], [0.69, 0.13, 0.39], [0.08, 0.45, -0.04], [0.12, 0.02, -0.51], [-0.24, -0.24, -0.12], [-0.15, -0.40, -0.02], [-0.19, -0.36, -0.51], [0.45, -0.01, 0.37], [-0.57, 0.27, -1.09], [-0.16, 0.64, 0.65], [0.13, -0.52, 0.56], [0.39, 0.44, 0.59], [0.11, -0.14, 0.00], [0.05, -0.50, -0.50], [-0.57, -0.81, 0.50], [0.89, 0.19, 0.52], [-0.52, 0.66, -0.93], [-0.19, 0.75, -1.80], [0.15, -0.38, 0.34], [0.08, 0.11, 0.57], [0.15, 0.08, 0.64], [0.00, -0.53, -0.14], [-2.18, 0.66, 2.58], [0.64, -0.30, -1.08], [1.23, -0.28, -0.77], [0.71, -0.70, -0.76], [-0.34, 0.30, 0.05], [-0.13, -0.20, -0.05], [0.03, 0.73, -0.21], [-0.12, -0.03, 0.17], [0.39, 0.11, -1.17], [0.35, -0.23, 0.40], [-0.37, 0.21, 0.50], [-0.99, -0.25, 0.40], [0.13, 0.09, -0.50], [0.11, 0.13, 0.09], [0.08, 0.04, -0.01], [0.20, 0.02, 0.19], [-0.38, -0.10, 1.29], [-0.52, 0.12, -0.34], [-0.19, -0.03, -0.15], [0.95, 0.27, 0.08], [-0.19, -0.10, 0.22], [0.59, -0.21, -0.02], [-0.14, -0.38, -0.41], [0.01, 0.41, -0.31], [0.52, 0.20, 0.75], [-0.05, -0.23, -0.65], [-0.58, -0.21, 0.39], [-0.07, -0.04, -0.42], [-0.07, 0.01, -0.35], [0.14, 0.10, -0.05], [-0.04, -0.12, 0.10], [0.29, 0.07, -0.12], [-2.06, 0.04, -0.91], [-0.14, -0.46, 0.84], [0.64, 1.73, 0.84], [0.89, -0.22, -0.23], [0.10, -0.88, -0.48], [0.42, -0.24, 0.25], [0.03, 0.04, 0.01], [0.01, 0.00, 0.31], [-0.34, -0.28, 0.11], [0.73, 0.58, 0.07], [-1.08, -0.52, -0.83], [0.49, 0.25, -0.26], [-0.06, 0.37, 0.03], [0.43, 0.21, 0.03], [-0.21, -0.10, 0.68], [0.12, -0.11, 0.01], [0.13, 1.30, 0.82], [-0.09, -0.48, -0.72], [0.17, -1.34, -0.04], [0.80, 0.39, 0.69], [0.14, 0.65, -0.14], [-0.45, 0.43, 0.06], [-0.07, -0.58, -0.05], [-0.63, -0.40, -0.47]],
  "mulliken_charge": [0.626, -0.740, -0.186, -0.377, 0.114, 0.180, 0.206, 0.131, 0.514, -0.685, -0.307, 0.054, 0.206, 0.119, 0.243, 0.083, 0.449, -0.339, -0.348, -0.410, 0.055, 0.285, 0.250, 0.174, 0.532, -0.562, -0.262, -0.588, 0.237, 0.051, 0.319, 0.199, -0.078, -0.231, 1.149, 0.294, -0.078, -0.532, -0.215, 0.140, 0.708, -0.644, -0.264, -0.462, 0.271, 0.215, 0.248, 0.137, 0.572, -0.630, -0.395, 0.060, 0.235, 0.166, 0.207, -0.311, 0.602, -0.697, -0.318, -0.078, 0.185, 0.135, 0.000, 0.117, 0.419, -0.619, -0.121, -0.338, 0.093, 0.082, 0.142, 0.210, 0.247, -0.750, -0.083, 0.201, 0.218, 0.227, 0.176, -0.271, 0.445, -0.500, -0.419, -0.408, 0.195, 0.184, 0.228, 0.180, 0.354, -0.743, -0.356, -0.047, 0.163, 0.266, -0.058, 0.177, 0.544, -0.425, -0.323, -0.443, 0.225, 0.053, 0.177, 0.171, 0.536, -0.503, -0.497, -0.491, 0.144, 0.209, 0.151, 0.248]
}